Molecular formula: C8H32N4O8
Method: DFT, wB97M-V/def2-TZVPD

```
52
Properties=species:S:1:pos:R:3:forces:R:3:mulliken_charge:R:1
N 11.615 11.727 9.282 2.6 2.3 -0.7 -0.052
C 12.844 11.841 9.908 -0.6 -0.7 -0.2 0.560
N 13.738 12.860 9.548 -1.0 -0.8 0.3 -0.447
O 13.119 10.981 10.758 0.5 0.8 0.1 -0.761
H 11.520 12.088 8.326 -0.2 -0.3 0.6 0.293
H 11.036 11.028 9.655 -1.0 -0.9 0.0 -0.062
H 14.479 13.030 10.215 -0.2 -0.3 -0.1 0.275
H 13.364 13.694 9.122 -0.1 -0.2 -0.1 0.206
N 10.957 7.900 8.427 -0.6 1.7 0.5 -0.040
C 11.471 7.185 7.416 0.7 0.0 -1.2 0.701
N 11.934 5.917 7.707 -0.5 1.1 1.0 -0.571
O 11.527 7.586 6.248 -0.2 0.7 0.4 -0.720
H 10.746 8.885 8.208 -0.1 -0.8 0.0 -0.045
H 11.069 7.788 9.435 0.5 -0.6 -0.5 0.384
H 11.943 5.402 6.862 0.0 -0.8 -0.6 0.283
H 11.271 5.610 8.387 0.0 -1.3 0.6 0.231
C 9.869 13.440 7.207 1.2 -0.8 -0.4 -0.424
O 11.121 13.020 6.550 -1.5 -0.9 0.7 -0.660
H 10.088 14.441 7.518 -0.3 0.6 0.4 0.279
H 9.038 13.429 6.502 0.0 0.0 0.0 0.215
H 9.647 12.787 8.079 0.0 0.5 -0.5 0.134
H 10.976 12.053 6.392 0.4 0.6 -0.2 0.434
C 7.813 9.687 9.626 -0.8 0.9 -1.2 -0.970
O 9.182 9.961 9.681 1.1 -1.0 1.3 -0.234
H 7.378 9.153 10.482 0.3 0.2 -0.1 0.297
H 7.362 10.670 9.468 -0.5 -0.1 0.5 0.305
H 7.603 9.177 8.687 -0.3 -0.6 0.1 0.294
H 9.586 9.285 10.267 0.2 0.7 -0.4 0.220
C 11.650 8.791 12.484 -1.3 -0.5 0.9 -0.797
O 11.427 8.928 11.086 0.2 0.0 0.7 -0.446
H 11.459 9.708 13.059 -0.2 0.1 -0.4 0.264
H 10.891 8.058 12.834 0.7 0.2 0.0 0.295
H 12.660 8.506 12.783 0.0 -0.4 -0.5 0.263
H 11.979 9.706 10.883 0.5 0.3 -0.6 0.361
C 8.242 13.410 11.592 0.2 -0.9 0.1 -0.317
O 7.903 14.779 11.705 -0.4 -0.2 -0.5 -0.531
H 8.090 12.788 12.491 0.0 0.6 0.1 0.303
H 7.585 12.917 10.858 0.2 0.6 0.0 0.078
H 9.289 13.263 11.283 -0.3 0.1 0.0 0.163
H 8.129 15.160 12.550 0.2 -0.2 0.3 0.297
C 9.207 10.066 6.032 0.8 -0.2 2.8 -0.206
O 10.546 10.218 6.602 -0.1 -0.9 -0.7 -0.509
H 9.228 9.596 5.091 0.0 -0.9 -1.0 0.430
H 8.555 9.567 6.804 0.5 0.2 -1.1 -0.093
H 8.834 11.048 5.911 -0.5 1.1 -0.2 0.045
H 11.064 9.373 6.429 -0.7 0.8 -0.3 0.264
C 5.502 12.653 4.825 0.9 0.1 -1.3 -0.651
O 5.663 11.546 5.679 0.6 0.2 0.0 -0.448
H 4.480 12.928 4.653 -0.7 0.1 0.2 0.387
H 6.019 13.506 5.253 0.1 0.1 -0.1 0.209
H 5.899 12.437 3.800 0.0 0.2 0.8 0.220
H 4.802 11.187 5.785 -0.9 -0.8 0.3 0.293
```
Positions in Å, forces in eV/Å.

Summary:
- E_HOMO: -9.8 eV
- ΔE to the lowest compared entry with this formula, charge and spin: 64.5 kcal per mole
- Max |F|: 3.54 eV/Å
- Orbital gap: 10.41 eV
- Charge: 0
- E_LUMO: 0.580 eV
- SMILES: NC(N)=O.NC(N)=O.CO.CO.CO.CO.CO.CO

=====

Molecular formula: C3H2LiO3Pt
Method: DFT, wB97M-V/def2-TZVPD

```
10
Properties=species:S:1:pos:R:3:forces:R:3:mulliken_spin:R:1
C -1.772 -0.168 0.168 -1.1 0.6 0.8 1.120
O -2.838 0.351 -0.309 -1.5 -0.5 0.0 0.295
H -0.404 0.935 -1.150 -0.3 -0.1 0.3 0.076
Li -4.016 -0.945 0.058 0.5 0.3 -0.1 0.037
C -0.493 0.274 -0.283 2.4 0.7 0.1 0.391
O 0.524 -0.713 -0.210 1.3 -1.3 0.0 -0.031
C 1.737 -0.459 -0.678 -6.7 0.4 1.9 0.323
O 1.930 0.620 -1.304 -9.4 7.2 -0.7 0.142
Pt 3.386 -0.347 -1.259 14.8 -6.7 -1.2 0.605
H -0.987 0.721 0.972 -0.1 -0.6 -1.1 0.041
```
Positions in Å, forces in eV/Å.

Summary:
- E_HOMO (alpha / beta): -4.6 / -8.1 eV
- ΔE to the lowest compared entry with this formula, charge and spin: 115.0 kcal per mole
- Max |F|: 16.26 eV/Å
- Orbital gap (alpha / beta): 3.47 / 6.97 eV
- Charge: 0
- Multiplicity: 4
- E_LUMO (alpha / beta): -1.099 / -1.179 eV

=====

Molecular formula: C17H45NO6
Method: DFT, wB97M-V/def2-TZVPD

```
69
Properties=species:S:1:pos:R:3:forces:R:3:mulliken_charge:R:1
C -0.504 -0.668 -1.625 0.8 -0.1 -0.6 -0.379
C -0.689 0.018 -0.294 0.0 -0.2 -0.2 0.635
N -0.797 -0.765 0.802 -0.2 0.5 -0.1 -0.112
O -0.765 1.233 -0.238 -0.1 0.1 0.1 -0.646
H -1.449 -0.768 -2.155 -0.1 0.0 0.1 0.308
H 0.017 -1.629 -1.618 -0.4 -0.2 0.4 0.293
H 0.154 -0.041 -2.228 -0.3 0.2 0.0 -0.242
H -0.634 -1.755 0.802 0.0 0.0 0.1 0.008
H -1.001 -0.248 1.641 0.1 -0.3 0.2 0.153
C 3.088 -4.294 2.339 0.4 0.8 0.1 -1.208
C 2.376 -2.934 2.338 0.0 -0.4 0.1 0.343
C 3.353 -1.777 2.297 0.3 -0.2 0.4 -1.366
O 1.477 -2.857 1.218 -0.1 -0.2 0.0 -0.352
H 2.419 -5.058 1.953 0.1 -0.2 0.1 0.228
H 3.456 -4.536 3.336 -0.2 -0.2 0.0 0.388
H 3.994 -4.212 1.729 -0.2 -0.2 -0.3 0.341
H 1.731 -2.885 3.216 -0.1 0.2 -0.1 0.310
H 4.041 -1.943 1.463 -0.1 0.3 -0.2 0.368
H 3.983 -1.757 3.191 -0.1 -0.1 0.0 0.395
H 2.846 -0.817 2.242 0.0 0.0 -0.2 0.306
H 1.995 -2.988 0.417 0.1 0.1 -0.1 0.229
C -1.726 1.646 3.897 -0.4 0.0 -0.3 -1.405
C -0.360 2.264 4.166 -1.1 -1.0 0.6 0.816
C -0.532 3.646 4.751 0.2 0.7 -0.2 -1.430
O 0.249 1.413 5.164 0.2 0.2 -0.4 -0.569
H -1.680 0.603 3.576 0.3 0.0 0.0 0.260
H -2.257 2.196 3.114 0.1 0.0 0.0 0.350
H -2.363 1.656 4.784 0.2 0.1 0.1 0.385
H 0.211 2.203 3.238 0.2 0.4 0.0 0.156
H 0.413 4.198 4.792 0.0 -0.1 0.1 0.376
H -0.938 3.568 5.760 0.1 -0.1 0.0 0.401
H -1.228 4.284 4.202 0.0 -0.2 -0.3 0.349
H 0.825 1.974 5.688 0.2 -0.1 0.1 0.312
C -2.077 -6.610 0.700 -0.5 -0.2 0.1 -1.577
C -0.691 -6.025 0.796 0.2 0.4 0.0 0.764
C 0.141 -6.245 -0.470 0.1 -0.7 0.5 -1.231
O -0.848 -4.629 1.067 -0.1 -0.1 -0.2 -0.536
H -2.690 -6.097 -0.045 0.2 0.2 0.0 0.352
H -2.580 -6.521 1.664 0.0 0.0 -0.1 0.364
H -2.080 -7.663 0.417 0.2 0.0 0.1 0.405
H -0.165 -6.442 1.663 -0.1 -0.4 -0.1 0.214
H 1.208 -6.264 -0.228 0.0 0.5 -0.2 0.301
H -0.114 -5.496 -1.214 0.1 0.0 -0.1 0.275
H -0.039 -7.249 -0.865 -0.2 0.1 -0.1 0.404
H 0.033 -4.243 1.139 0.1 0.3 0.1 0.269
C -2.272 6.619 -1.753 0.2 -0.1 -0.7 -1.351
C -2.108 5.116 -1.556 0.2 0.4 0.1 0.543
C -0.647 4.721 -1.426 -0.3 0.2 0.7 -1.036
O -2.751 4.721 -0.346 -0.1 -0.2 0.0 -0.523
H -1.897 7.151 -0.881 -0.1 0.1 0.0 0.336
H -3.307 6.893 -1.971 -0.1 0.0 0.3 0.400
H -1.704 6.934 -2.635 0.1 0.0 0.1 0.338
H -2.524 4.602 -2.432 -0.2 -0.2 0.2 0.167
H -0.175 4.774 -2.405 0.2 -0.2 0.1 0.300
H -0.574 3.743 -0.949 0.0 -0.2 -0.5 0.183
H -0.151 5.396 -0.720 0.0 0.2 -0.2 0.356
H -3.686 4.941 -0.403 0.0 0.0 0.0 0.306
C 0.606 0.592 -5.886 -0.5 0.0 -0.5 -1.259
C 0.484 1.793 -4.966 1.1 0.8 0.1 0.485
C 1.725 1.916 -4.055 -0.5 -0.8 -0.6 -1.245
O 0.366 3.000 -5.742 -0.2 -0.2 0.1 -0.592
H 1.637 0.476 -6.224 0.1 -0.2 0.3 0.319
H 0.047 0.749 -6.813 -0.3 0.1 0.2 0.357
H 0.213 -0.321 -5.438 0.3 -0.1 0.1 0.308
H -0.380 1.780 -4.304 -0.3 -0.1 -0.3 0.294
H 1.630 1.165 -3.268 0.1 0.4 0.3 0.273
H 1.809 2.938 -3.700 0.0 -0.1 0.4 0.288
H 2.621 1.621 -4.609 0.1 0.3 -0.1 0.420
H 1.239 3.192 -6.098 0.0 0.0 -0.1 0.325
```
Positions in Å, forces in eV/Å.

Summary:
- E_HOMO: -9.5 eV
- ΔE to the lowest compared entry with this formula, charge and spin: 0.0 kcal per mole
- Max |F|: 1.59 eV/Å
- Orbital gap: 10.03 eV
- Charge: 0
- E_LUMO: 0.524 eV
- SMILES: CC(N)=O.CC(C)O.CC(C)O.CC(C)O.CC(C)O.CC(C)O

=====

Molecular formula: C5H12N2O
Method: DFT, wB97M-V/def2-TZVPD

```
20
Properties=species:S:1:pos:R:3:forces:R:3:mulliken_charge:R:1
C -0.159 -0.555 0.053 1.1 0.8 -0.5 1.630
C -0.265 -0.778 1.540 0.0 0.5 0.2 -1.570
C -1.423 -0.791 -0.737 -0.3 0.4 0.0 -1.395
C 1.012 -1.303 -0.550 0.0 0.1 0.0 -1.893
N -0.467 2.039 0.487 0.8 -0.4 -0.4 -0.232
C 1.305 1.720 -0.935 0.9 -0.2 -0.4 -0.510
O -1.643 1.537 0.705 -0.1 0.5 0.4 -0.623
N 0.430 1.210 -0.130 -2.6 -1.2 1.2 0.215
H -0.018 2.662 1.169 -0.3 -0.3 -0.2 0.265
H 0.564 -0.287 2.057 0.0 -0.1 0.0 0.363
H -1.190 -0.374 1.941 0.0 0.0 -0.1 0.388
H -0.220 -1.847 1.764 0.1 0.0 -0.2 0.412
H -2.300 -0.401 -0.226 0.2 0.1 0.0 0.376
H -1.576 -1.865 -0.884 0.3 0.0 -0.1 0.395
H -1.359 -0.308 -1.712 0.0 -0.1 -0.1 0.324
H 0.802 -2.376 -0.495 0.0 0.1 0.0 0.427
H 1.146 -1.055 -1.602 0.0 0.0 -0.1 0.432
H 1.938 -1.105 -0.012 0.0 0.0 0.0 0.431
H 1.349 2.789 -1.091 -0.2 -0.1 -0.1 0.313
H 2.075 1.087 -1.343 0.1 -0.1 0.1 0.253
```
Positions in Å, forces in eV/Å.

Summary:
- E_HOMO (alpha / beta): -6.9 / -6.2 eV
- ΔE to the lowest compared entry with this formula, charge and spin: 146.4 kcal per mole
- Max |F|: 3.10 eV/Å
- Orbital gap (alpha / beta): 7.71 / 6.94 eV
- Charge: 0
- E_LUMO (alpha / beta): 0.810 / 0.779 eV

=====

Molecular formula: C2H14NO4S
Method: DFT, wB97M-V/def2-TZVPD

```
22
Properties=species:S:1:pos:R:3:forces:R:3:mulliken_charge:R:1
C -1.114 -0.141 1.232 -2.0 0.7 -0.3 -0.549
C -0.249 -1.375 1.271 -2.3 -1.7 -0.6 -0.779
S -1.132 -2.560 -0.017 1.1 0.4 0.6 -0.680
N -0.663 0.931 0.346 1.7 1.4 -0.1 -0.547
H -1.356 0.215 2.241 0.4 0.4 0.0 0.211
H -2.084 -0.327 0.745 0.1 -1.1 1.0 0.405
H -0.359 -1.967 2.224 0.4 1.0 -0.8 0.198
H 0.782 -1.132 1.055 0.3 -0.2 0.1 0.448
H -1.425 1.438 -0.120 0.4 -0.7 0.4 0.253
H -0.014 0.605 -0.371 -0.6 -0.1 0.2 0.234
H 1.448 -1.087 -0.706 0.4 -3.3 -0.6 0.251
H 0.924 -2.639 -0.700 -0.3 0.7 0.1 0.265
O 1.698 -2.068 -0.928 0.4 2.6 -0.1 -0.679
H -0.933 -0.338 -2.372 -2.7 -0.5 0.7 0.274
H 0.368 -0.942 -2.521 0.5 -0.1 0.2 0.333
O -0.061 -0.078 -2.506 2.4 0.5 -0.8 -0.641
H 0.404 1.940 -2.677 -0.5 1.7 0.0 0.359
H -0.126 2.496 -1.421 0.4 1.4 -1.7 0.364
O 0.108 2.852 -2.346 0.1 -3.0 1.7 -0.706
H 1.341 0.790 2.988 0.1 -0.2 0.2 0.318
H 0.961 1.701 1.898 -0.9 0.2 -1.3 0.353
O 1.481 1.687 2.684 0.7 0.0 1.0 -0.687
```
Positions in Å, forces in eV/Å.

Summary:
- E_HOMO: -3.6 eV
- ΔE to the lowest compared entry with this formula, charge and spin: 30.9 kcal per mole
- Max |F|: 3.46 eV/Å
- Orbital gap: 7.12 eV
- Charge: -1
- E_LUMO: 3.536 eV

=====

Molecular formula: C35H56CdI2N2O2
Method: DFT, wB97M-V/def2-TZVPD

```
98
Properties=species:S:1:pos:R:3:forces:R:3:mulliken_charge:R:1
Cd -0.980 -0.074 0.660 0.0 0.3 -0.4 1.958
C -1.026 2.983 -1.059 -0.2 0.0 0.0 -1.142
N -0.253 2.245 -0.060 0.2 0.0 0.1 0.370
C -0.319 2.962 1.218 0.0 0.0 0.0 -1.140
C 1.131 2.101 -0.515 0.1 -0.2 0.0 -1.251
C 1.887 1.013 0.235 -0.1 0.3 -0.1 -1.152
N 1.311 -0.343 0.119 -0.1 -0.3 -0.1 2.040
C 1.964 -1.159 1.181 0.1 -0.1 0.2 -2.149
C 1.295 -2.413 1.649 -0.2 0.2 -0.1 0.871
C 1.943 -3.636 1.545 0.0 0.0 0.1 -0.094
C 1.455 -4.759 2.189 0.1 0.0 -0.1 -0.807
C 0.284 -4.596 2.931 -0.1 0.0 0.0 0.265
C -0.407 -3.398 3.060 -0.1 0.1 0.0 -0.430
C 0.106 -2.253 2.388 0.0 -0.3 -0.3 1.384
O -0.479 -1.061 2.432 0.1 -0.2 0.6 -1.737
C -1.665 -3.305 3.926 -0.1 0.1 0.0 1.981
C -2.032 -4.645 4.567 0.0 0.1 0.0 -2.275
C -1.437 -2.277 5.046 0.0 0.0 0.0 -1.673
C -2.873 -2.869 3.079 0.1 0.0 0.0 -1.508
C 2.151 -6.117 2.137 0.0 0.0 0.0 2.218
C 1.288 -7.106 1.342 0.0 0.0 0.0 -1.480
C 2.369 -6.648 3.562 0.0 0.0 -0.1 -1.829
C 3.524 -6.034 1.463 -0.1 0.0 0.0 -1.904
C 1.669 -0.829 -1.234 0.0 0.1 -0.2 -2.035
C 1.227 -2.114 -1.927 -0.3 0.0 0.2 1.147
C 2.254 -2.921 -2.404 0.0 0.0 0.0 -0.359
C 2.046 -3.863 -3.401 0.1 0.0 -0.1 -0.914
C 0.822 -3.838 -4.054 0.0 0.0 0.1 -0.029
C -0.256 -3.069 -3.620 0.0 0.0 0.0 -0.504
C -0.060 -2.327 -2.446 -0.1 -0.3 0.0 0.381
O -1.181 -1.816 -1.803 0.2 0.1 0.1 -0.758
C -1.470 -2.905 -4.563 0.0 0.1 0.0 2.366
C -1.591 -4.097 -5.523 0.0 0.0 0.0 -2.031
C -1.140 -1.637 -5.379 0.0 -0.1 0.0 -1.701
C -2.856 -2.701 -3.933 0.0 0.0 0.0 -1.707
C 3.095 -4.896 -3.793 0.0 -0.1 0.0 2.181
C 3.289 -4.965 -5.314 0.0 0.0 0.1 -1.929
C 4.457 -4.619 -3.153 -0.1 0.0 0.0 -1.968
C 2.587 -6.256 -3.284 0.1 0.0 0.0 -1.254
H -0.622 3.995 -1.199 0.0 0.0 0.0 0.339
H -2.063 3.059 -0.736 0.0 0.0 0.0 0.338
H -1.003 2.457 -2.013 0.0 0.0 0.0 0.276
H 0.153 3.951 1.142 0.0 0.0 0.0 0.369
H 0.176 2.397 2.009 0.0 0.0 0.0 0.256
H -1.363 3.095 1.497 0.0 -0.1 0.0 0.387
H 1.682 3.044 -0.384 0.0 0.0 -0.1 0.498
H 1.119 1.879 -1.583 -0.1 0.1 0.0 0.596
H 1.908 1.278 1.292 0.0 -0.1 0.0 0.663
H 2.927 1.005 -0.119 0.0 0.0 0.1 0.253
H 2.011 -0.521 2.065 0.1 0.1 -0.1 0.571
H 2.995 -1.373 0.868 0.0 0.0 0.0 0.257
H 2.870 -3.672 0.984 0.0 0.0 0.0 0.269
H -0.114 -5.463 3.442 0.0 0.0 0.0 0.485
H -1.252 -5.005 5.242 0.0 0.0 0.0 0.412
H -2.227 -5.407 3.810 0.0 0.0 0.0 0.413
H -2.946 -4.518 5.151 0.0 0.0 0.0 0.446
H -0.613 -2.584 5.694 0.0 0.0 0.0 0.344
H -2.339 -2.181 5.655 0.0 0.0 0.0 0.464
H -1.200 -1.304 4.623 0.0 0.0 0.0 0.276
H -3.071 -3.606 2.297 0.0 0.0 0.0 0.196
H -2.706 -1.895 2.627 0.0 0.0 -0.1 0.055
H -3.760 -2.799 3.712 0.0 0.0 0.0 0.579
H 0.268 -7.141 1.728 0.0 0.0 0.0 0.262
H 1.712 -8.113 1.389 0.0 0.0 0.0 0.460
H 1.235 -6.805 0.294 0.0 0.0 0.0 0.172
H 1.426 -6.854 4.068 0.0 0.0 0.0 0.330
H 2.924 -5.918 4.154 0.0 0.0 0.0 0.380
H 2.943 -7.576 3.536 0.0 0.0 0.0 0.465
H 3.444 -5.698 0.427 0.0 0.0 0.0 0.078
H 3.985 -7.024 1.455 0.0 0.0 0.0 0.472
H 4.188 -5.357 2.004 0.0 0.0 0.0 0.391
H 2.768 -0.834 -1.262 0.0 0.0 -0.1 0.260
H 1.342 -0.060 -1.939 0.1 0.1 0.1 0.426
H 3.244 -2.779 -1.991 0.0 0.0 0.0 0.392
H 0.692 -4.460 -4.926 0.0 -0.1 0.0 0.376
H -0.797 -4.109 -6.271 0.0 0.0 0.0 0.377
H -2.538 -4.037 -6.060 0.0 0.0 0.0 0.479
H -1.576 -5.041 -4.974 0.0 0.0 0.0 0.355
H -0.154 -1.721 -5.839 0.0 0.0 0.0 0.297
H -1.137 -0.760 -4.729 0.0 0.0 0.0 0.300
H -1.882 -1.486 -6.166 0.0 0.0 0.0 0.489
H -3.197 -3.604 -3.429 -0.1 0.1 0.0 0.250
H -3.573 -2.482 -4.728 0.1 0.0 -0.1 0.605
H -2.884 -1.867 -3.240 0.0 0.0 0.0 0.148
H 3.536 -3.983 -5.722 0.0 0.0 0.0 0.373
H 2.404 -5.341 -5.826 0.0 0.0 0.0 0.344
H 4.114 -5.642 -5.542 0.0 0.0 0.0 0.494
H 4.861 -3.659 -3.482 0.0 0.0 0.0 0.391
H 5.161 -5.397 -3.450 0.0 0.0 0.0 0.470
H 4.398 -4.626 -2.063 0.0 0.0 0.0 0.220
H 1.605 -6.489 -3.697 0.0 0.0 0.0 0.313
H 2.491 -6.243 -2.196 0.0 0.0 0.0 0.003
H 3.284 -7.051 -3.562 0.0 0.0 0.0 0.466
I -3.561 0.463 0.306 -0.2 0.0 -0.1 -0.564
C -1.867 -2.702 -0.925 -0.1 0.0 -0.2 -1.085
I -1.928 -4.818 -1.343 0.2 0.0 0.2 -0.012
H -2.904 -2.379 -0.890 0.1 0.0 0.0 0.510
H -1.420 -2.715 0.057 0.2 0.1 0.4 0.170
```
Positions in Å, forces in eV/Å.

Summary:
- E_HOMO: -7.3 eV
- ΔE to the lowest compared entry with this formula, charge and spin: 3.7 kcal per mole
- Max |F|: 0.64 eV/Å
- Orbital gap: 7.64 eV
- Charge: 0
- E_LUMO: 0.339 eV